(1)
{
  "formula": "C4H12NO",
  "method": "ωB97M-V with the def2-TZVPD basis set",
  "species": ["O", "N", "C", "C", "C", "C", "H", "H", "H", "H", "H", "H", "H", "H", "H", "H", "H", "H"],
  "coordinates": [[1.344892, -0.759723, 1.069016], [2.442055, 1.547925, 0.272288], [-2.099304, -1.212797, -0.393483], [-1.386480, -0.425829, 0.845954], [-0.703093, -0.688603, -0.526930], [-0.383119, 0.731575, -1.195766], [-2.889773, -0.673795, -0.844525], [0.030220, -1.449230, -0.680665], [-0.788429, 1.472578, -0.578848], [-2.169619, 0.314907, 1.108321], [-0.886511, 0.842632, -2.095201], [2.784240, 2.190896, 1.027739], [0.678727, 0.828416, -1.032523], [3.191253, 1.383079, -0.378404], [-2.343228, -2.248130, -0.133607], [-1.003319, -1.101009, 1.602094], [2.129565, -1.324113, 1.264380], [2.051923, 0.571221, 0.670159]],
  "atomic_forces_ev_per_a": [[1.3, 1.4, -0.2], [-0.4, -0.5, 1.8], [2.2, -0.1, 0.0], [-1.4, -1.5, 1.1], [-2.4, 0.2, -2.4], [0.9, -2.5, 3.1], [-0.7, 0.9, 0.0], [0.5, 0.0, 0.5], [-0.8, 1.4, 1.0], [1.5, 0.2, -0.1], [-0.3, -0.2, -2.2], [-0.4, -1.0, -0.8], [0.1, 0.2, -1.2], [0.5, -0.1, -0.2], [0.6, 0.2, -0.3], [-0.2, 0.6, 0.3], [-0.8, -0.4, 0.0], [-0.2, 1.1, -0.5]],
  "total_charge": 1,
  "max_force_ev_per_a": 4.12,
  "de_lowest_kcal_mol": 230.1,
  "total_energy_ev": -7864.31466,
  "lumo_energy_ev": -9.708,
  "e_homo_ev": -13.85
}


(2)
{
  "formula": "C4H12NO",
  "method": "ωB97M-V with the def2-TZVPD basis set",
  "species": ["O", "N", "C", "C", "C", "C", "H", "H", "H", "H", "H", "H", "H", "H", "H", "H", "H", "H"],
  "coordinates": [[2.135931, -0.485086, -0.977993], [-0.707110, -1.148364, -1.941653], [0.058718, 0.346760, 1.259111], [-0.708372, 1.046806, 0.353082], [-0.356263, 2.271103, -0.137351], [-0.432017, -0.895074, 1.845320], [0.343889, -1.663675, 1.864630], [0.896443, 0.851283, 1.744735], [0.156571, -1.621687, -1.697303], [-1.630927, 0.607438, -0.006083], [-1.010179, 2.781387, -0.825423], [0.509954, 2.781029, 0.268282], [-1.307766, -1.223437, 1.311809], [1.570719, -0.228481, -0.242787], [-0.471105, -0.586879, -2.750362], [3.045280, -0.282489, -0.699706], [-0.700314, -0.735073, 2.893565], [-1.393455, -1.815556, -2.261881]],
  "atomic_forces_ev_per_a": [[0.3, 0.1, 0.2], [0.1, 0.4, 0.2], [-0.8, 0.7, 1.7], [-0.6, 0.2, -1.1], [0.1, -0.2, 1.1], [0.2, -0.1, -0.5], [0.1, -0.1, 0.0], [0.3, -0.2, -0.4], [-0.1, -0.3, -0.1], [0.2, -0.2, -0.1], [0.1, 0.2, -0.2], [0.2, 0.1, -0.4], [-0.2, -0.4, -0.1], [0.3, 0.0, -0.2], [0.0, 0.1, -0.1], [-0.4, -0.1, -0.1], [0.2, 0.2, 0.2], [0.0, -0.3, 0.1]],
  "total_charge": 1,
  "max_force_ev_per_a": 1.97,
  "de_lowest_kcal_mol": 72.4,
  "total_energy_ev": -7871.15199,
  "lumo_energy_ev": -7.212,
  "e_homo_ev": -13.61
}


(3)
{
  "formula": "C4H12NO",
  "method": "ωB97M-V with the def2-TZVPD basis set",
  "species": ["O", "N", "C", "C", "C", "C", "H", "H", "H", "H", "H", "H", "H", "H", "H", "H", "H", "H"],
  "coordinates": [[1.255507, 0.181550, 1.718131], [2.607952, 0.630357, -0.873150], [-1.525296, -0.587577, -1.492489], [-0.694843, -0.121849, -0.333007], [-0.830447, -0.699347, 1.043604], [-1.538243, 0.569730, 0.763552], [3.190494, 1.410818, -1.147959], [-2.345773, 0.103665, -1.688791], [0.364845, -0.387547, 1.539528], [0.324215, 0.205675, -0.557453], [-2.618078, 0.638093, 0.774405], [3.143935, -0.209987, -1.038303], [-1.925032, -1.576653, -1.211825], [-1.010744, 1.464372, 1.094960], [-0.984843, -0.690674, -2.432539], [2.356505, 0.718931, 0.100815], [-1.343009, -1.656682, 1.118016], [1.572849, 0.007127, 2.622506]],
  "atomic_forces_ev_per_a": [[-1.1, -0.7, 0.0], [-0.3, 0.1, -0.3], [0.7, -1.7, 0.2], [0.9, -0.5, -0.5], [-5.1, 0.5, -4.1], [1.9, 0.2, 2.4], [-0.1, 0.1, 0.0], [-0.1, 0.1, 0.4], [3.2, 1.1, 1.1], [-0.2, 1.3, -0.1], [-0.1, -0.3, 0.2], [0.0, -0.1, 0.2], [-0.4, 0.2, -0.4], [-0.1, 0.2, -0.3], [0.2, 0.0, 0.2], [0.4, -0.1, 0.1], [0.5, -0.2, 1.2], [-0.3, -0.2, 0.0]],
  "total_charge": 1,
  "max_force_ev_per_a": 6.57,
  "de_lowest_kcal_mol": 155.0,
  "total_energy_ev": -7867.56905,
  "lumo_energy_ev": -8.531,
  "e_homo_ev": -13.59
}


(4)
{
  "formula": "C4H12NO",
  "method": "ωB97M-V with the def2-TZVPD basis set",
  "species": ["O", "N", "C", "C", "C", "C", "H", "H", "H", "H", "H", "H", "H", "H", "H", "H", "H", "H"],
  "coordinates": [[-0.418195, 3.397950, 1.249360], [1.630662, 1.629256, 0.612038], [1.216784, -0.799826, -0.076830], [-0.099073, -1.505366, -0.626239], [0.995616, 0.522274, 0.486600], [-0.132871, -3.032657, -0.319196], [0.195373, -3.367404, 0.657747], [0.520815, -3.639242, -1.131956], [-1.088712, -1.141172, -0.123431], [2.482268, 1.683762, -0.073180], [-1.236754, -3.293135, -0.423342], [0.452820, 2.982252, 1.180939], [-0.057408, -1.357331, -1.749333], [-0.246786, 4.347011, 1.222347], [-2.742016, 2.199187, -0.987501], [-3.398467, 2.237940, -0.564057], [2.026200, -1.547326, -0.088952], [-0.100256, 0.683826, 0.754987]],
  "atomic_forces_ev_per_a": [[0.1, 0.0, -0.1], [2.2, -0.8, -2.7], [-3.6, -1.2, -1.2], [0.5, 0.5, 1.9], [-1.3, 0.5, 0.3], [0.3, -1.5, -2.8], [0.0, 0.4, 0.3], [-1.7, 1.3, 1.9], [2.0, 0.4, -1.3], [-1.2, -0.2, 2.0], [1.6, -0.1, 0.0], [-0.2, 0.4, 0.1], [-0.2, 0.1, 1.0], [-0.1, -0.1, 0.1], [-1.1, 0.1, 0.7], [1.1, -0.1, -0.7], [0.4, 1.1, 0.3], [1.1, -0.7, 0.3]],
  "total_charge": 1,
  "max_force_ev_per_a": 4.01,
  "de_lowest_kcal_mol": 154.4,
  "total_energy_ev": -7867.59558,
  "lumo_energy_ev": -8.445,
  "e_homo_ev": -14.19
}


(5)
{
  "formula": "C4H12NO",
  "method": "ωB97M-V with the def2-TZVPD basis set",
  "species": ["O", "N", "C", "C", "C", "C", "H", "H", "H", "H", "H", "H", "H", "H", "H", "H", "H", "H"],
  "coordinates": [[1.505575, 1.368902, -1.633248], [0.898672, 0.268921, 0.843473], [-0.588742, 0.031790, 0.859148], [-0.212563, -1.695800, -1.000219], [-1.333049, 1.026104, 1.294322], [-1.030968, -1.249108, 0.214329], [1.357840, -0.640256, 0.764748], [-2.402215, 0.935599, 1.299869], [1.187850, 0.826164, 0.017022], [-1.032454, -2.054860, 0.958890], [1.358501, 2.324275, -1.708896], [-0.918559, 1.945227, 1.688091], [2.104622, 1.155865, -2.362825], [0.827668, -1.919863, -0.739876], [-0.199467, -0.945532, -1.792163], [-0.628314, -2.613532, -1.397692], [-2.064280, -1.097309, -0.096356], [1.191270, 0.721808, 1.711030]],
  "atomic_forces_ev_per_a": [[0.0, 0.5, 0.0], [-0.5, -0.5, 0.4], [0.3, 0.5, -0.7], [0.2, 0.3, 0.1], [0.1, 0.0, 0.2], [0.0, -0.2, 0.1], [0.2, 0.2, 0.1], [-0.3, 0.0, -0.1], [0.1, -0.1, -0.2], [0.0, 0.1, 0.0], [0.0, -0.2, -0.1], [0.0, 0.0, 0.0], [-0.1, -0.1, 0.2], [0.0, -0.1, 0.0], [-0.1, 0.0, 0.0], [-0.1, -0.1, -0.1], [0.0, -0.1, 0.1], [0.1, 0.0, -0.1]],
  "total_charge": 1,
  "max_force_ev_per_a": 0.83,
  "de_lowest_kcal_mol": 17.5,
  "total_energy_ev": -7873.53081,
  "lumo_energy_ev": -3.220,
  "e_homo_ev": -14.49
}


(6)
{
  "formula": "C4H12NO",
  "method": "ωB97M-V with the def2-TZVPD basis set",
  "species": ["O", "N", "C", "C", "C", "C", "H", "H", "H", "H", "H", "H", "H", "H", "H", "H", "H", "H"],
  "coordinates": [[1.979592, -0.449419, 0.569957], [-0.864822, -0.614810, 0.203194], [2.403595, 0.327608, -0.584684], [-1.383317, -1.985988, 0.226164], [-1.601474, 0.376716, -0.045711], [-1.038271, 1.713913, -0.060718], [-2.265356, -2.019222, 0.793769], [-0.145081, 1.861171, 0.416713], [3.304968, -0.202469, -1.005548], [-1.539750, -2.126670, -0.825687], [-2.651411, 0.345884, -0.265964], [-0.936764, 2.109964, -1.153433], [-0.698625, -2.773427, 0.703377], [1.531869, 0.593385, -1.151380], [2.822179, 1.190026, -0.186852], [-1.741177, 2.503701, 0.480604], [0.195610, -0.511442, 0.562231], [2.628227, -0.338929, 1.323972]],
  "atomic_forces_ev_per_a": [[0.0, 0.0, 1.0], [9.0, -11.3, 4.0], [1.7, -1.8, 1.2], [3.1, 0.5, 0.9], [-6.9, 10.4, -2.4], [-3.2, 2.1, -1.2], [-1.9, 0.2, 0.4], [2.6, -0.1, 1.0], [-1.5, 0.4, -0.6], [-0.7, -0.8, -1.0], [-0.2, -0.9, 0.0], [-0.2, -0.3, 1.4], [-0.5, 1.6, -1.1], [0.0, -0.4, -0.8], [0.6, 2.1, 0.4], [1.0, -1.5, -1.4], [-1.6, 0.0, -0.8], [-1.1, -0.2, -1.4]],
  "multiplicity": 3,
  "total_charge": 1,
  "max_force_ev_per_a": 14.96,
  "de_lowest_kcal_mol": 31.5,
  "total_energy_ev": -7866.98191,
  "lumo_energy_ev": [-2.763, -9.136],
  "s2": 2.007,
  "e_homo_ev": [-11.49, -14.87]
}


Repeat the third record exactly.
{
  "formula": "C4H12NO",
  "method": "ωB97M-V with the def2-TZVPD basis set",
  "species": ["O", "N", "C", "C", "C", "C", "H", "H", "H", "H", "H", "H", "H", "H", "H", "H", "H", "H"],
  "coordinates": [[1.255507, 0.181550, 1.718131], [2.607952, 0.630357, -0.873150], [-1.525296, -0.587577, -1.492489], [-0.694843, -0.121849, -0.333007], [-0.830447, -0.699347, 1.043604], [-1.538243, 0.569730, 0.763552], [3.190494, 1.410818, -1.147959], [-2.345773, 0.103665, -1.688791], [0.364845, -0.387547, 1.539528], [0.324215, 0.205675, -0.557453], [-2.618078, 0.638093, 0.774405], [3.143935, -0.209987, -1.038303], [-1.925032, -1.576653, -1.211825], [-1.010744, 1.464372, 1.094960], [-0.984843, -0.690674, -2.432539], [2.356505, 0.718931, 0.100815], [-1.343009, -1.656682, 1.118016], [1.572849, 0.007127, 2.622506]],
  "atomic_forces_ev_per_a": [[-1.1, -0.7, 0.0], [-0.3, 0.1, -0.3], [0.7, -1.7, 0.2], [0.9, -0.5, -0.5], [-5.1, 0.5, -4.1], [1.9, 0.2, 2.4], [-0.1, 0.1, 0.0], [-0.1, 0.1, 0.4], [3.2, 1.1, 1.1], [-0.2, 1.3, -0.1], [-0.1, -0.3, 0.2], [0.0, -0.1, 0.2], [-0.4, 0.2, -0.4], [-0.1, 0.2, -0.3], [0.2, 0.0, 0.2], [0.4, -0.1, 0.1], [0.5, -0.2, 1.2], [-0.3, -0.2, 0.0]],
  "total_charge": 1,
  "max_force_ev_per_a": 6.57,
  "de_lowest_kcal_mol": 155.0,
  "total_energy_ev": -7867.56905,
  "lumo_energy_ev": -8.531,
  "e_homo_ev": -13.59
}